# C41H82BN2O22P5S3

A cluster of 6 separate species, C41H82BN2O22P5S3 in total (ωB97M-V with the def2-TZVPD basis set, the OMol25 dataset).

```
156
Properties=species:S:1:pos:R:3:forces:R:3:lowdin_charge:R:1
C 0.12497 -0.74498 5.45108 -1.414 -0.502 -0.578 -0.108
C -0.36066 -2.12676 4.72592 -0.044 0.815 0.891 -0.233
C -1.96213 -2.12620 4.81291 0.668 -0.866 0.315 -0.210
C -2.67897 -3.37921 4.10570 0.732 0.652 -1.002 -0.213
N -4.00685 -3.69572 4.71742 1.885 -0.619 2.052 -0.210
C -4.84238 -2.48523 4.96825 -1.856 0.574 0.362 -0.225
C -5.07107 -1.54746 3.69054 -1.257 -0.027 0.002 -0.162
C -5.83988 -0.17850 4.13571 0.061 -0.030 0.181 -0.189
C -5.02501 1.13855 3.71633 0.800 -0.140 0.544 -0.156
C -3.96028 1.59337 4.85110 2.547 0.670 1.671 -0.078
C -4.20429 1.45781 6.37442 3.126 1.440 -0.850 -0.018
C -3.12333 1.93937 7.41083 0.509 0.199 -3.553 -0.052
C -1.75746 2.52753 6.96191 -2.536 -1.198 -2.864 -0.070
C -1.49546 2.62939 5.44070 -3.174 -1.521 -0.200 -0.429
C -2.57969 2.19291 4.38393 -1.241 -0.742 3.650 -0.169
N -2.39817 2.30644 2.91311 1.760 0.642 1.630 -0.008
C -1.07384 1.82622 2.46068 2.637 -1.658 -2.052 -0.195
C -1.06048 0.93518 1.17696 3.091 0.853 1.661 0.065
C 0.28154 0.40176 0.57149 0.023 2.270 3.539 -0.045
B 0.17631 -0.47300 -0.78265 0.208 -0.140 -1.019 -0.481
O -1.02047 -0.24725 -1.60925 0.914 -1.304 2.192 0.025
O 1.13232 -1.44387 -1.23960 -2.715 1.258 0.351 -0.003
C 0.40868 -2.45532 -2.04194 0.954 -1.413 -0.776 -0.212
C 1.42593 -3.69549 -2.33719 -0.651 1.448 0.771 -0.063
C 1.58245 0.76300 1.33175 -2.112 1.240 1.475 -0.009
C 1.60258 1.63212 2.63781 -3.462 -0.705 -1.779 -0.055
C 0.25980 2.17695 3.17934 -0.739 -2.063 -2.576 -0.407
S 0.09472 3.26251 4.68823 -0.947 -1.577 -0.494 0.872
C -3.89297 -4.55470 5.90305 -2.379 0.028 0.177 -0.969
S -5.26893 -5.33422 6.51992 1.900 1.364 -0.839 0.594
S -2.29862 -4.89803 6.80091 -0.275 0.323 -0.755 0.788
C -2.28905 -4.05642 8.45892 0.681 -0.109 1.421 -0.460
C -0.89448 -3.24280 8.58232 0.144 0.736 0.043 -0.302
C -0.99409 -1.94302 9.52875 -0.398 0.616 -0.736 -0.127
H -0.55327 0.07399 4.99216 1.513 -1.019 0.735 0.050
H -0.18750 -0.79816 6.56058 0.783 0.091 -1.607 0.061
H 1.23517 -0.53437 5.30838 -1.562 -0.189 0.284 0.077
H 0.08397 -2.99132 5.35278 -0.792 1.073 -1.375 0.099
H -0.00398 -2.15186 3.63385 -0.446 -0.071 1.641 0.110
H -2.22832 -2.19143 5.93801 0.344 0.412 -1.786 0.100
H -2.34258 -1.15156 4.35604 0.404 -1.231 0.802 0.099
H -2.87750 -3.10958 2.99799 0.275 -0.456 1.706 0.123
H -2.01311 -4.32272 4.06104 -1.132 1.545 0.379 0.120
H -5.88972 -2.87639 5.26938 1.725 0.612 -0.492 0.110
H -4.49819 -1.86172 5.88435 -0.127 -0.900 -1.539 0.125
H -4.13115 -1.29957 3.09555 -1.207 -0.359 0.935 0.089
H -5.81751 -2.09975 3.00126 1.495 0.712 0.893 0.123
H -6.01425 -0.24820 5.27427 0.215 0.332 -1.774 0.089
H -6.87447 -0.10914 3.64871 1.500 -0.292 0.650 0.112
H -4.48123 0.88155 2.72889 -0.621 0.648 1.742 0.103
H -5.67754 2.04840 3.47708 0.671 -1.369 0.517 0.118
H -5.17602 1.00249 6.79312 1.776 0.905 -0.836 0.095
H -3.38230 1.82593 8.51141 0.548 0.246 -1.647 0.085
H -0.93539 2.88617 7.66242 -1.441 -0.677 -0.913 0.094
H -2.48343 3.32567 2.70802 0.124 -0.935 -0.074 0.134
H -2.03694 0.65144 0.64496 1.558 0.753 1.097 0.106
H -1.73064 -0.77337 -1.16182 0.496 0.795 -0.772 0.103
H 0.10770 -2.05682 -3.07469 0.089 -0.320 1.837 0.129
H -0.48183 -2.79765 -1.40855 1.144 0.308 -1.214 0.126
H 0.81056 -4.65509 -2.38734 1.109 1.269 -0.152 0.083
H 2.15783 -3.70150 -1.45750 -0.966 -0.310 -1.314 0.082
H 1.97501 -3.44240 -3.30642 -0.733 -0.738 1.357 0.065
H 2.60454 0.40617 0.94229 -1.885 0.545 0.626 0.107
H 2.56205 1.88509 3.19682 -1.468 -0.474 -1.003 0.094
H -2.25103 -4.89197 9.25876 -0.330 1.288 -1.377 0.086
H -3.21181 -3.42438 8.67991 1.280 -0.746 -0.632 0.091
H -0.03266 -3.88427 8.99164 -1.531 0.583 -0.794 0.111
H -0.58772 -2.87522 7.53623 -0.425 -0.710 1.585 0.055
H -0.05635 -1.77219 10.15437 -1.333 -0.400 -0.755 0.072
H -1.09218 -1.02217 8.83649 0.065 -1.332 1.177 0.061
H -1.93130 -1.94592 10.18979 1.475 -0.137 -0.786 0.075
C -0.32331 -2.05524 -7.51994 -0.358 0.366 -0.072 -0.133
O 0.24261 -3.11980 -8.26967 -1.342 -1.510 -2.178 -0.306
P -0.20477 -4.72541 -7.86049 5.090 0.069 8.182 0.729
O -0.43790 -4.39673 -6.38467 -1.267 0.514 -1.314 -0.292
O 1.33269 -5.26739 -8.05487 -1.281 -0.064 -1.210 -0.245
C 2.42641 -4.38561 -8.26640 0.510 0.147 -0.187 -0.110
O -0.69088 -6.35521 -7.60571 -0.589 1.140 -3.387 -0.256
C -2.09730 -6.54699 -7.71515 -0.381 -0.069 0.052 -0.154
H -0.07501 -1.11709 -8.01976 0.000 -0.200 -0.301 0.090
H -1.40904 -2.15510 -7.47096 0.113 0.114 0.258 0.086
H 0.10816 -2.02428 -6.52135 -0.158 -0.286 0.045 0.081
H 2.50658 -3.65291 -7.46178 -0.086 0.037 -0.117 0.092
H 2.33163 -3.89612 -9.23475 0.087 0.154 0.156 0.086
H 3.34743 -4.97218 -8.28019 -0.267 -0.230 0.079 0.092
H -2.43647 -6.26086 -8.71405 -0.207 -0.198 0.073 0.076
H -2.62364 -5.95285 -6.96298 0.026 -0.018 -0.013 0.079
H -2.31944 -7.60291 -7.55696 0.157 0.083 -0.005 0.087
C -4.87449 3.59946 -3.58777 -0.108 0.472 -0.147 -0.135
O -4.78054 2.30563 -4.16468 -1.419 -0.948 -2.428 -0.307
P -6.04624 1.18843 -3.85599 2.620 -1.317 9.172 0.729
O -6.37737 1.78081 -2.48521 -0.539 0.879 -1.616 -0.287
O -4.98681 -0.05117 -3.66510 -0.860 0.407 -1.497 -0.243
C -3.58120 0.15202 -3.61615 0.488 -0.153 -0.034 -0.115
O -7.32514 0.04842 -3.70623 0.766 0.815 -3.446 -0.256
C -8.58127 0.54962 -4.15090 -0.366 0.130 -0.041 -0.154
H -4.09301 4.22445 -4.02412 -0.044 -0.208 -0.299 0.088
H -5.84709 4.04556 -3.80228 0.105 0.080 0.274 0.086
H -4.69973 3.54913 -2.51487 -0.294 -0.168 0.009 0.086
H -3.30820 0.85245 -2.82542 -0.031 0.056 -0.143 0.088
H -3.21705 0.49311 -4.58436 0.130 0.097 0.166 0.088
H -3.10106 -0.80456 -3.39944 -0.334 -0.053 -0.022 0.086
H -8.51937 0.82925 -5.20572 -0.288 -0.061 0.023 0.076
H -8.87837 1.41790 -3.55627 0.017 -0.031 -0.006 0.080
H -9.33039 -0.23486 -4.03802 0.175 -0.005 0.032 0.087
C 6.63171 1.46855 -5.34258 0.319 0.333 0.001 -0.137
O 6.59355 0.06092 -5.15875 2.248 -1.831 -0.160 -0.335
P 6.36048 -0.92836 -6.54159 -9.406 3.013 -1.027 0.741
O 5.54193 0.15706 -7.24174 1.706 0.453 -0.098 -0.280
O 5.32691 -1.91704 -5.73422 1.739 -0.428 -0.217 -0.244
C 4.88240 -1.64323 -4.41367 -0.184 -0.150 0.484 -0.105
O 6.16180 -1.92350 -7.93190 3.098 -1.176 1.830 -0.260
C 7.15640 -1.70065 -8.92664 0.232 0.077 -0.309 -0.151
H 6.95983 1.92554 -4.40671 0.204 -0.308 0.076 0.088
H 7.33599 1.73341 -6.13324 -0.242 0.191 -0.004 0.094
H 5.63695 1.84815 -5.56703 0.046 -0.172 -0.285 0.089
H 4.40454 -0.66425 -4.34939 0.157 0.000 -0.012 0.096
H 5.71354 -1.72057 -3.71385 -0.134 0.167 0.077 0.087
H 4.14354 -2.39789 -4.13580 0.106 -0.080 -0.322 0.079
H 8.14759 -1.91035 -8.51677 0.043 -0.056 -0.297 0.076
H 7.11622 -0.66747 -9.28226 -0.022 -0.032 0.024 0.081
H 6.97142 -2.37511 -9.76344 -0.085 0.010 0.155 0.087
C 9.56870 -0.11461 -4.47292 -0.432 0.123 0.159 -0.146
O 10.65021 -0.36097 -3.58687 0.681 1.524 2.418 -0.299
P 12.04477 0.63066 -3.71963 2.803 -3.967 -8.306 0.732
O 11.85789 0.87373 -5.21806 -1.107 0.891 1.301 -0.282
O 13.05014 -0.64961 -3.50287 -0.551 1.036 1.247 -0.245
C 12.57887 -1.98884 -3.47579 0.051 -0.480 0.163 -0.116
O 13.42749 1.65242 -3.69510 -1.729 -0.162 3.196 -0.254
C 13.10912 3.02659 -3.50143 -0.065 0.402 -0.022 -0.153
H 8.71348 -0.70382 -4.13979 0.177 0.111 0.376 0.077
H 9.29748 0.94207 -4.46068 -0.052 -0.149 -0.276 0.079
H 9.82287 -0.43902 -5.48117 0.257 0.272 -0.042 0.088
H 12.03430 -2.23708 -4.38833 -0.077 0.086 0.096 0.092
H 11.96053 -2.15242 -2.59412 -0.087 -0.113 -0.170 0.085
H 13.44109 -2.65535 -3.40543 0.127 0.327 -0.023 0.092
H 12.59234 3.15919 -2.54751 0.126 0.265 -0.032 0.076
H 12.47775 3.39106 -4.31645 0.027 -0.023 0.013 0.080
H 14.03607 3.60076 -3.48244 -0.024 -0.180 -0.015 0.088
C -3.81416 9.55116 4.76336 -0.114 0.469 -0.142 -0.135
O -3.71831 8.25740 4.18646 -1.400 -0.956 -2.428 -0.309
P -4.97999 7.13673 4.50013 2.609 -1.276 9.183 0.729
O -5.30779 7.72890 5.87151 -0.546 0.874 -1.643 -0.282
O -3.91677 5.89942 4.68769 -0.815 0.369 -1.502 -0.246
C -2.51166 6.10430 4.73155 0.501 -0.192 -0.068 -0.112
O -6.25526 5.99314 4.65495 0.764 0.789 -3.451 -0.258
C -7.51431 6.49074 4.21456 -0.368 0.136 -0.043 -0.154
H -3.03606 10.17844 4.32415 -0.046 -0.206 -0.301 0.087
H -4.78880 9.99428 4.55209 0.108 0.081 0.277 0.087
H -3.63562 9.50169 5.83566 -0.299 -0.166 0.009 0.087
H -2.23571 6.80538 5.52119 -0.065 0.079 -0.127 0.098
H -2.15224 6.44552 3.76120 0.125 0.124 0.152 0.089
H -2.02981 5.14803 4.94656 -0.402 -0.009 0.002 0.037
H -7.45696 6.77014 3.15939 -0.289 -0.064 0.024 0.076
H -7.81164 7.35843 4.80993 0.018 -0.032 -0.004 0.080
H -8.26091 5.70425 4.33042 0.174 -0.005 0.031 0.087
```
Forces are in eV/Å.

The value obtained for the lowest unoccupied orbital energy is -2.6 eV. The charge is 0. The value obtained for the gap between HOMO and LUMO is 0.1990 Ha. As for the SMILES: CCCCN(CCCCc1cccc2c1Nc1cc(B(O)OCC)ccc1S2)C(=S)SCCC.COP(=O)(OC)OC.COP(=O)(OC)OC.COP(=O)(OC)OC.COP(=O)(OC)OC.COP(=O)(OC)OC. As for the total energy: -171478.583 eV.